The following is a quantum chemistry calculation of a cluster of 2 separate species, C6H12N3O2P in total at a distorted geometry, from the Open Molecules 2025 dataset.

Element x y z (Å)
1 C 2.98102 0.34684 1.80599
2 P 2.62585 -1.05279 0.66162
3 O 3.13382 -0.53878 -0.82115
4 C 0.78472 -1.05145 0.64708
5 C 0.08143 -2.10071 1.27481
6 N -1.21662 -2.18393 1.35290
7 N -1.86556 -1.18788 0.79080
8 C -1.37045 -0.15724 0.14503
9 C 0.02587 -0.05001 0.05489
10 N 0.58815 1.05486 -0.60565
11 H 3.86313 0.14328 2.40308
12 H 3.02182 1.29297 1.26645
13 H 2.12236 0.40695 2.48096
14 H 3.62433 -1.25859 -1.23464
15 H 0.67701 -2.88080 1.73404
16 H -2.88075 -1.22129 0.86372
17 H -2.04431 0.61796 -0.28329
18 H 0.86096 1.78828 0.03543
19 H 1.36118 0.77866 -1.19823
20 C -3.29396 1.46130 -2.25816
21 O -3.81110 1.67845 -1.03317
22 H -3.26794 0.38033 -2.58496
23 H -3.78859 1.96787 -3.11997
24 H -2.21239 1.76573 -2.37759

Atoms 1-6, force components in eV/Å:
C -1.0 0.0 -0.5
P 0.9 -1.4 0.9
O -0.5 0.4 0.1
C -0.5 0.9 -0.7
C 1.0 0.0 -0.1
N -0.1 -0.2 0.3

Kohn-Sham gap = 3.58 eV
E_HOMO = -5.6 eV
Charge = 0
Relative energy (zero: lowest compared OMol25 entry of this formula, charge and spin) = 37.52 kcal per mole